Entry 1:
100
Properties=species:S:1:pos:R:3:forces:R:3 method="wB97M-V/def2-TZVPD" de_lowest_kj_mol=4062.72 gap_ev=6.779 homo_energy_ev=-7.063 energy_ev=-116080.252
C 0.437 6.175 1.939 -1.3 0.2 -1.8
C 0.278 5.459 0.575 1.0 0.6 3.5
O 0.166 4.107 1.067 0.1 0.6 -2.5
C -0.036 3.995 2.368 -0.7 -0.1 -2.0
O -0.315 2.999 2.918 -0.6 -1.2 1.8
O -0.058 5.156 2.832 1.0 5.9 3.9
H -0.256 7.016 1.907 0.0 -0.1 0.7
H 1.441 6.596 2.006 0.1 -0.8 1.2
H 1.176 5.571 -0.033 0.0 -0.3 0.2
H -0.574 5.850 0.019 -0.2 -0.4 1.2
C 1.935 -0.600 2.145 1.7 8.8 6.4
C 1.396 0.596 3.088 0.3 -1.2 -0.4
O 2.010 1.752 2.468 2.9 -0.7 1.8
C 3.106 1.282 1.822 2.2 2.8 -2.0
O 3.983 1.915 1.222 -2.1 0.1 1.8
O 3.133 -0.009 1.675 -0.2 0.1 1.4
H 1.321 -0.938 1.310 0.1 7.1 1.3
H 2.219 -1.496 2.696 0.1 0.9 0.7
H 1.622 0.445 4.143 0.6 0.4 0.0
H 0.309 0.651 3.021 1.3 0.9 0.4
C -0.419 4.505 -1.621 0.4 0.8 -1.3
C -0.084 4.306 -3.097 0.0 0.9 -0.1
O 0.738 3.061 -3.121 -0.4 2.2 -2.6
C 0.756 2.566 -1.950 5.2 1.8 2.3
O 1.465 1.556 -1.676 1.7 12.6 5.2
O 0.318 3.458 -1.005 0.8 0.9 -2.7
H -1.461 4.327 -1.356 0.4 1.2 0.1
H -0.056 5.489 -1.323 0.1 -1.0 -1.1
H 0.420 5.242 -3.338 1.0 -0.8 -1.0
H -0.975 4.126 -3.698 0.8 0.5 -0.3
C 4.088 -1.990 0.180 -3.0 0.8 -0.4
C 2.999 -2.223 -0.914 1.0 0.2 1.0
O 3.578 -1.611 -2.072 -1.6 -1.2 -0.1
C 4.804 -1.213 -1.812 0.9 -0.2 -1.0
O 5.490 -0.739 -2.664 0.6 0.5 0.1
O 5.151 -1.492 -0.576 2.2 -0.1 0.8
H 4.221 -2.841 0.848 0.9 -0.2 -0.5
H 3.674 -1.167 0.762 1.3 -1.1 -0.4
H 2.078 -1.677 -0.709 1.5 -0.6 -0.3
H 2.744 -3.283 -0.935 0.8 0.6 -1.4
C -3.178 -1.774 1.764 -1.0 2.8 2.4
C -3.095 -0.425 0.989 -5.1 -1.3 5.2
O -3.041 -0.970 -0.262 1.3 0.6 -3.1
C -2.348 -2.111 -0.227 -0.1 -1.5 -0.2
O -1.815 -2.677 -1.168 -4.5 1.7 0.9
O -2.281 -2.543 1.100 -1.9 1.6 -4.2
H -4.146 -2.269 1.848 -0.3 0.2 -0.5
H -2.824 -1.590 2.778 -0.7 0.0 -1.0
H -2.393 0.271 1.449 -0.8 -0.7 -0.8
H -4.048 0.062 1.195 -0.5 0.0 -0.8
C -0.099 -4.426 -0.718 0.4 -1.6 -1.2
C -1.041 -4.362 0.452 -0.1 -2.9 -1.1
O -0.376 -3.555 1.376 5.8 -2.6 -6.3
C 0.749 -2.957 0.782 0.6 -3.6 -1.1
O 1.434 -2.049 1.231 -3.3 -17.3 -5.1
O 1.099 -3.705 -0.351 -2.9 -0.1 2.7
H -0.501 -4.001 -1.638 0.5 -0.5 0.4
H 0.116 -5.486 -0.850 0.7 0.2 -0.3
H -1.214 -5.388 0.776 0.6 0.0 1.0
H -2.061 -4.040 0.242 1.2 -0.9 -0.1
C -3.886 1.502 -1.912 -0.5 0.1 -1.1
S -2.020 1.688 -1.750 -1.8 -1.1 0.2
O -1.494 2.908 -2.443 -4.6 -4.3 -0.9
C -1.631 0.284 -2.798 -2.9 1.8 -0.4
H -4.103 0.932 -2.815 0.3 0.0 -0.2
H -4.430 2.431 -2.080 0.6 0.5 0.3
H -4.462 0.969 -1.155 0.8 0.1 0.6
H -2.238 0.246 -3.703 -0.4 0.3 0.0
H -1.902 -0.572 -2.181 0.1 0.3 -0.5
H -0.621 0.239 -3.205 -2.0 2.6 0.9
C -2.682 -3.307 4.568 -1.3 1.4 0.4
S -1.826 -1.672 4.301 4.9 -3.3 1.8
O -0.860 -1.545 5.470 -1.3 0.8 0.0
C -0.678 -2.388 2.994 -3.1 -3.1 5.6
H -2.150 -4.197 4.904 0.6 0.6 -0.1
H -3.283 -3.527 3.686 0.0 -0.1 0.0
H -3.363 -2.949 5.340 -0.4 -0.7 0.3
H -0.517 -1.545 2.321 0.4 -4.8 1.1
H -1.185 -3.041 2.284 -1.6 1.6 4.7
H 0.209 -2.932 3.317 -0.4 0.2 1.4
C -0.081 -0.983 -0.697 1.7 2.6 4.4
S -0.678 0.161 0.755 4.1 3.6 -2.3
O -0.460 -0.516 2.127 -2.5 8.8 -5.2
C 0.472 1.651 0.627 -0.8 -1.6 -0.8
H 1.002 -0.951 -0.571 -1.0 0.8 0.3
H -0.169 -0.603 -1.715 -2.0 2.3 3.9
H -0.441 -2.012 -0.690 0.4 2.0 1.4
H 0.215 2.343 1.429 0.1 -2.4 -0.9
H 0.296 2.179 -0.310 -1.4 -2.3 3.1
H 1.545 1.486 0.534 -0.9 -0.6 0.0
C 0.837 -1.815 -4.768 -0.8 0.3 1.4
S 0.201 -1.205 -3.098 4.7 -6.4 -6.0
O 0.513 -2.211 -2.017 3.0 -3.3 -5.9
C 1.286 0.265 -2.940 -2.3 -7.0 -4.6
H 1.288 -0.968 -5.284 0.2 -0.3 0.1
H -0.087 -2.107 -5.268 0.5 -0.6 -0.3
H 1.538 -2.582 -4.439 -0.1 -0.2 -0.7
H 1.048 0.747 -3.888 0.9 0.3 0.0
H 2.275 -0.103 -2.668 -0.2 0.3 -0.5
H 0.758 0.776 -2.136 -2.1 -4.6 -2.1

---

Entry 2:
78
Properties=species:S:1:pos:R:3:forces:R:3 method="wB97M-V/def2-TZVPD" total_charge=+1 spin_multiplicity=6 de_lowest_kj_mol=123.70 gap_ev="6.546 / 4.320" homo_energy_ev="-8.912 / -10.245" energy_ev=-50934.858
Ru -0.457 0.970 0.436 0.3 -3.2 3.0
C 1.375 -1.434 -2.912 0.0 0.1 -0.5
C 2.480 -0.560 -2.775 -0.1 0.3 -0.3
C 2.504 -2.004 -1.001 -0.3 0.1 0.2
C 1.393 -2.332 -1.827 -0.1 -0.2 0.3
C 3.163 -0.888 -1.580 -0.1 0.3 -0.1
C 0.396 -1.436 -4.020 -0.3 0.1 0.0
H 0.239 -0.433 -4.437 0.1 -0.2 0.1
H -0.566 -1.823 -3.669 0.1 0.0 -0.2
H 0.740 -2.076 -4.846 0.0 0.0 0.2
C 0.401 -3.400 -1.594 -0.2 -0.3 0.4
H 0.409 -4.125 -2.424 0.0 0.2 0.2
H -0.630 -2.991 -1.531 0.5 -0.1 -0.1
H 0.628 -3.928 -0.655 -0.2 0.1 -0.4
C 2.885 -2.611 0.287 -0.1 -0.4 0.4
H 3.857 -3.132 0.164 -0.4 0.3 0.3
H 2.143 -3.346 0.657 0.5 0.4 -0.3
H 2.980 -1.809 1.047 0.1 -0.5 -0.3
C 4.319 -0.160 -1.028 0.3 -0.1 0.4
H 5.142 -0.132 -1.757 -0.2 0.1 0.2
H 4.654 -0.667 -0.120 0.2 0.2 -0.1
H 4.078 0.878 -0.742 0.0 -0.3 -0.3
C 2.848 0.500 -3.725 0.3 0.5 -0.3
H 3.323 0.085 -4.624 -0.1 -0.1 0.1
H 3.569 1.199 -3.295 -0.1 -0.1 0.0
H 1.986 1.079 -4.082 0.1 -0.2 0.1
C -1.919 2.216 0.000 -1.2 1.4 -2.0
C -1.356 1.588 -1.196 -1.4 0.8 -0.9
C -0.378 2.264 -2.126 -0.1 0.1 -0.9
C 0.989 2.607 -1.481 0.0 0.6 -0.9
C 1.172 1.991 -0.126 1.4 1.0 0.4
C 0.566 2.576 1.071 1.8 1.3 -0.3
C -0.233 3.889 1.033 -0.2 0.0 0.1
C -1.628 3.682 0.349 -0.3 0.6 0.3
H -0.825 3.158 -2.601 0.2 -0.2 0.2
H 1.101 3.711 -1.404 0.1 -0.5 -0.2
H -0.224 1.541 -2.960 0.0 0.4 0.4
H -1.717 4.347 -0.549 0.0 -0.6 0.6
H -2.952 1.942 0.234 0.3 -0.3 0.2
H -1.933 0.779 -1.661 -0.1 0.2 0.1
H -2.433 4.001 1.054 0.7 -0.1 -0.6
H -0.364 4.233 2.083 0.0 -0.3 -0.7
H 1.213 2.519 1.960 -0.5 -0.4 -0.1
H 0.336 4.706 0.522 -0.3 -0.7 0.3
H 1.771 2.226 -2.169 -0.3 0.5 0.5
H 2.166 1.536 0.002 -0.4 0.0 0.3
P -4.365 -1.466 -1.640 -0.4 0.2 0.2
C -5.042 -3.150 -1.290 0.3 0.0 0.0
H -6.117 -3.239 -1.496 0.3 0.0 0.1
H -4.838 -3.394 -0.235 -0.1 0.0 -0.4
H -4.477 -3.854 -1.924 -0.4 0.1 0.3
C -5.295 -0.405 -0.425 0.6 -0.1 -0.2
H -6.381 -0.531 -0.495 0.2 0.0 0.1
H -5.015 0.638 -0.644 -0.2 -0.3 0.1
H -4.922 -0.632 0.585 -0.3 0.1 -0.2
C -5.290 -1.040 -3.179 0.4 0.2 -0.1
H -5.106 0.034 -3.373 -0.2 -0.5 0.0
H -6.374 -1.227 -3.110 0.4 0.0 0.0
H -4.840 -1.613 -4.007 -0.4 0.2 0.2
P 1.560 0.301 4.462 0.1 0.2 0.2
C 3.229 1.085 4.332 0.1 0.1 -0.4
H 3.306 1.991 4.954 0.1 -0.5 -0.1
H 3.351 1.380 3.278 0.2 0.0 0.3
H 4.012 0.354 4.579 -0.1 0.3 0.0
C 0.789 1.485 5.628 -0.4 -0.1 -0.1
H 0.861 2.493 5.208 0.0 -0.1 0.2
H 1.239 1.441 6.630 -0.1 0.1 -0.3
H -0.271 1.223 5.675 0.0 0.1 0.2
C 1.906 -1.080 5.625 0.3 -0.3 0.1
H 2.749 -0.855 6.314 -0.6 -0.2 -0.3
H 2.171 -1.937 4.985 0.0 0.1 0.5
H 0.998 -1.340 6.196 0.4 0.1 -0.2
C -0.716 -1.638 1.667 0.1 -1.6 0.5
C -1.004 -0.234 2.023 -0.3 1.5 0.3
O -1.479 0.272 3.011 0.1 -0.9 -0.4
H 0.335 -1.706 1.361 -0.1 0.1 0.0
H -1.332 -1.959 0.817 0.0 0.1 0.2
H -0.855 -2.335 2.509 -0.1 0.1 -0.2

---

no.,strongest force on any atom (eV Å⁻¹)
1,18.3
2,4.4